Entry 1:
{
  "formula": "C7H13N4O4",
  "method": "ωB97M-V with the def2-TZVPD basis set",
  "relative_energy_ev": 0.000,
  "total_charge": 1,
  "homo_ha": [-0.42430, -0.42456],
  "orbital_gap_ha": [0.2801, 0.2803],
  "max_force_ha_per_bohr": 0.1058,
  "elements": ["C", "C", "C", "C", "C", "C", "C", "N", "N", "N", "N", "O", "O", "O", "O", "H", "H", "H", "H", "H", "H", "H", "H", "H", "H", "H", "H", "H"],
  "coordinates": [[-0.971, -0.373, 2.653], [-1.450, 0.918, 2.629], [-0.020, -0.375, 0.457], [0.508, -1.237, -1.691], [-0.896, 1.989, 1.812], [2.677, -0.664, -3.630], [1.737, -1.846, -3.587], [-0.403, 0.769, 0.124], [-0.097, -0.862, 1.767], [0.542, -1.377, -0.354], [-2.871, 1.190, 3.071], [-0.329, -0.638, -2.326], [0.409, 2.316, 2.042], [-1.725, 2.873, 1.279], [1.486, -2.090, -2.239], [-1.608, -1.114, 3.140], [3.334, -0.793, -2.855], [3.325, -0.541, -4.534], [2.085, 0.188, -3.493], [2.253, -2.760, -3.950], [0.751, -1.681, -3.958], [0.420, -1.695, 2.044], [1.031, -2.171, 0.140], [-3.456, 1.873, 2.421], [-2.918, 1.493, 4.134], [-3.449, 0.353, 3.017], [1.013, 2.681, 1.315], [-1.377, 3.574, 0.569]],
  "atomic_forces_ev_per_a": [[-2.052, 0.837, -0.240], [-0.470, 0.002, -0.634], [0.094, 1.251, -0.708], [0.107, -1.980, -2.810], [3.546, -1.303, -3.918], [-0.267, -0.483, -2.919], [1.313, -0.823, -0.844], [-0.623, 0.805, 1.160], [0.867, -0.705, 2.141], [0.379, -0.410, 2.617], [-1.180, 1.269, 1.397], [1.332, -0.133, 0.620], [0.053, 0.553, 0.331], [-0.107, 2.022, -1.217], [-1.360, 0.906, 2.939], [0.530, 0.101, 0.590], [1.683, -0.147, 2.114], [-0.929, -0.261, 0.424], [-0.545, 1.618, 0.227], [-0.739, 0.489, -0.048], [-0.299, 0.110, -1.482], [-0.564, 0.154, -0.347], [-0.551, 1.367, -1.506], [2.051, -1.097, 1.578], [-0.002, -0.252, -2.699], [0.208, -0.389, 0.066], [-1.977, -0.909, 0.853], [-0.499, -2.590, 2.312]]
}

***

Entry 2:
{
  "formula": "C28H43BrGeI2N3O5Si3Ti",
  "method": "ωB97M-V with the def2-TZVPD basis set",
  "relative_energy_ev": 0.045,
  "total_charge": -2,
  "homo_ha": -0.05102,
  "orbital_gap_ha": 0.1735,
  "s2": 0.75,
  "multiplicity": 2,
  "max_force_ha_per_bohr": 0.0123,
  "elements": ["Ti", "O", "N", "N", "O", "C", "C", "C", "C", "C", "C", "H", "H", "H", "H", "H", "C", "Si", "C", "C", "Ge", "Si", "C", "C", "C", "Si", "C", "C", "C", "H", "H", "H", "H", "H", "H", "H", "H", "H", "H", "H", "H", "H", "H", "H", "H", "H", "H", "H", "H", "H", "H", "H", "H", "H", "H", "H", "O", "H", "H", "Br", "C", "C", "C", "C", "C", "C", "C", "O", "O", "H", "H", "H", "H", "I", "I", "N", "C", "C", "C", "C", "C", "C", "H", "H", "H", "H", "H"],
  "coordinates": [[-0.667, -0.243, -0.542], [-0.910, 1.605, 0.495], [-2.041, 1.847, 1.020], [-2.924, 0.979, 0.732], [-2.658, -0.083, 0.011], [-4.266, 1.174, 1.178], [-5.196, 0.197, 0.867], [-6.506, 0.356, 1.299], [-6.874, 1.473, 2.032], [-5.924, 2.442, 2.335], [-4.614, 2.301, 1.911], [-4.877, -0.664, 0.299], [-7.239, -0.402, 1.056], [-7.898, 1.594, 2.364], [-6.205, 3.320, 2.902], [-3.870, 3.051, 2.132], [3.023, -0.270, 5.169], [1.397, -0.766, 4.342], [0.079, 0.174, 5.325], [1.151, -2.610, 4.638], [1.529, -0.318, 1.978], [3.395, -1.573, 1.106], [4.672, -2.042, 2.423], [2.665, -3.164, 0.428], [4.365, -0.718, -0.259], [1.961, 2.023, 1.663], [3.721, 2.209, 2.346], [0.899, 3.140, 2.743], [2.022, 2.624, -0.105], [3.010, -0.633, 6.202], [3.128, 0.816, 5.204], [3.903, -0.681, 4.676], [-0.830, -0.420, 5.426], [-0.191, 1.123, 4.858], [0.462, 0.389, 6.327], [1.075, -2.820, 5.710], [1.992, -3.183, 4.239], [0.240, -2.964, 4.151], [4.229, -2.622, 3.236], [5.146, -1.158, 2.856], [5.458, -2.649, 1.963], [2.106, -3.694, 1.204], [3.448, -3.827, 0.046], [1.969, -2.942, -0.382], [4.729, 0.267, 0.040], [3.740, -0.589, -1.142], [5.232, -1.327, -0.532], [3.780, 1.959, 3.407], [4.049, 3.247, 2.228], [4.434, 1.575, 1.815], [0.998, 2.866, 3.796], [-0.153, 3.090, 2.463], [1.233, 4.176, 2.633], [2.808, 2.102, -0.657], [2.269, 3.690, -0.113], [1.079, 2.512, -0.640], [1.292, -0.256, -1.370], [1.335, 0.539, -1.926], [1.240, -1.070, -1.998], [-3.423, -6.747, -5.829], [-2.485, -5.434, -4.816], [-1.182, -5.121, -5.164], [-0.506, -4.170, -4.416], [-1.125, -3.547, -3.341], [-2.437, -3.868, -3.018], [-3.128, -4.818, -3.755], [-0.373, -2.523, -2.533], [0.808, -2.277, -2.841], [-1.005, -2.014, -1.560], [-0.710, -5.609, -6.005], [0.511, -3.891, -4.658], [-2.905, -3.357, -2.187], [-4.150, -5.073, -3.513], [-1.207, 1.175, -2.981], [0.457, 5.501, -5.351], [0.097, -1.137, 1.065], [-0.898, -1.763, 1.819], [-1.607, -1.106, 2.837], [-2.621, -1.739, 3.538], [-2.969, -3.051, 3.245], [-2.287, -3.713, 2.229], [-1.271, -3.085, 1.528], [-1.364, -0.070, 3.047], [-3.154, -1.196, 4.311], [-3.764, -3.545, 3.789], [-2.551, -4.735, 1.979], [-0.746, -3.593, 0.729]],
  "atomic_forces_ev_per_a": [[-0.624, -0.053, -0.084], [0.046, -0.141, 0.184], [0.032, 0.095, -0.148], [-0.101, 0.062, -0.132], [0.257, -0.147, 0.019], [0.119, -0.104, 0.070], [-0.054, -0.006, 0.031], [0.032, -0.007, -0.013], [-0.024, 0.009, 0.009], [0.013, -0.009, -0.008], [-0.042, 0.039, 0.013], [0.002, -0.004, -0.002], [-0.004, 0.001, 0.002], [0.000, -0.001, 0.001], [-0.005, 0.000, 0.000], [0.002, -0.001, -0.002], [-0.002, 0.016, 0.000], [-0.038, -0.055, -0.011], [-0.006, 0.002, -0.002], [0.013, -0.012, 0.011], [0.132, -0.060, -0.128], [-0.022, -0.027, 0.008], [-0.006, 0.014, 0.014], [0.002, -0.010, -0.003], [0.006, 0.013, -0.008], [0.052, 0.013, 0.042], [0.001, -0.002, 0.009], [-0.029, -0.009, -0.009], [-0.008, 0.008, -0.018], [0.006, -0.001, 0.001], [-0.002, 0.003, 0.002], [0.000, 0.002, -0.003], [-0.002, 0.006, -0.006], [0.009, 0.006, 0.005], [-0.003, -0.007, 0.005], [0.007, 0.000, 0.002], [-0.006, -0.003, -0.010], [-0.001, 0.001, 0.010], [0.001, 0.005, 0.005], [0.010, 0.000, -0.010], [-0.004, -0.009, -0.001], [0.001, -0.002, 0.000], [0.001, -0.001, 0.001], [0.001, -0.005, -0.005], [0.013, -0.005, 0.005], [0.001, 0.010, 0.001], [-0.003, -0.007, 0.000], [0.000, 0.000, 0.003], [0.000, 0.002, -0.003], [-0.001, 0.000, 0.000], [0.001, 0.004, 0.002], [-0.001, -0.007, 0.000], [-0.004, 0.004, -0.006], [-0.010, -0.013, -0.010], [0.012, -0.003, 0.000], [-0.003, 0.006, 0.006], [0.372, -0.130, 0.002], [-0.041, -0.150, -0.135], [0.000, 0.406, 0.102], [-0.002, -0.001, -0.001], [-0.007, -0.004, 0.002], [-0.008, 0.010, 0.012], [-0.007, -0.017, -0.014], [0.022, 0.018, -0.031], [-0.003, -0.013, -0.003], [-0.003, -0.003, -0.009], [0.106, -0.060, 0.143], [-0.019, -0.118, -0.070], [-0.144, 0.026, -0.072], [0.001, -0.003, 0.000], [0.002, 0.001, 0.007], [0.001, 0.000, 0.003], [0.000, -0.004, -0.002], [-0.021, -0.008, 0.102], [0.066, 0.161, -0.087], [-0.076, 0.322, 0.225], [-0.037, -0.045, -0.004], [0.003, -0.007, -0.010], [-0.005, 0.003, 0.004], [0.003, 0.002, -0.003], [-0.001, -0.010, 0.006], [0.036, 0.010, 0.008], [-0.001, 0.000, -0.005], [0.001, 0.000, 0.000], [0.000, -0.001, 0.000], [0.001, 0.001, 0.000], [-0.007, 0.004, -0.008]]
}

***

Entry 3:
{
  "formula": "C19H26N2O5",
  "method": "ωB97M-V with the def2-TZVPD basis set",
  "relative_energy_ev": 1.970,
  "homo_ha": -0.29148,
  "orbital_gap_ha": 0.3138,
  "max_force_ha_per_bohr": 0.0309,
  "elements": ["C", "C", "C", "C", "N", "C", "C", "C", "O", "H", "C", "O", "O", "C", "C", "O", "N", "H", "C", "H", "H", "C", "C", "H", "C", "H", "C", "H", "H", "O", "H", "H", "H", "C", "C", "H", "H", "H", "C", "H", "H", "H", "H", "H", "C", "H", "H", "H", "H", "H", "H", "H"],
  "coordinates": [[-6.817, -0.706, 1.117], [-5.467, -0.426, 0.567], [-4.925, -0.749, -0.648], [-3.609, -0.229, -0.615], [-2.462, -0.090, -1.311], [-1.576, 0.601, -0.503], [-2.175, 0.906, 0.724], [-3.457, 0.379, 0.642], [-4.594, 0.257, 1.363], [-1.708, 1.433, 1.529], [-0.230, 0.922, -0.917], [0.265, 0.640, -1.997], [0.435, 1.575, 0.048], [1.790, 1.964, -0.213], [2.666, 0.739, 0.125], [3.228, 0.600, 1.191], [2.706, -0.161, -0.876], [2.105, -0.009, -1.679], [3.210, -1.498, -0.684], [3.862, -1.773, -1.518], [3.790, -1.499, 0.241], [2.058, -2.522, -0.595], [1.194, -2.315, 0.652], [0.211, -2.761, 0.497], [1.981, -3.087, 1.712], [2.691, -2.426, 2.207], [2.716, -4.162, 0.892], [2.287, -5.158, 1.037], [3.782, -4.204, 1.142], [2.560, -3.837, -0.483], [1.334, -3.527, 2.467], [1.068, -1.266, 0.906], [1.477, -2.477, -1.524], [2.130, 3.178, 0.654], [3.551, 3.642, 0.349], [3.796, 4.509, 0.958], [4.265, 2.854, 0.572], [3.648, 3.918, -0.699], [1.128, 4.303, 0.411], [1.174, 4.636, -0.624], [0.116, 3.967, 0.622], [1.354, 5.149, 1.055], [2.074, 2.857, 1.698], [1.889, 2.206, -1.280], [-2.208, -0.590, -2.633], [-1.448, -1.374, -2.609], [-1.846, 0.209, -3.280], [-3.135, -0.996, -3.035], [-5.416, -1.283, -1.435], [-6.738, -1.300, 2.027], [-7.320, 0.226, 1.372], [-7.410, -1.246, 0.386]],
  "atomic_forces_ev_per_a": [[0.283, 0.171, 0.149], [-0.111, -0.344, -0.690], [-0.370, -0.033, 0.243], [0.232, 0.580, 1.117], [-0.087, 0.122, 0.295], [-0.067, 0.178, 0.458], [0.037, 0.010, -0.001], [0.326, -0.522, -1.465], [-0.196, 0.103, 0.406], [0.168, 0.118, 0.132], [0.080, -0.057, -0.240], [-0.190, 0.100, 0.050], [-0.165, 0.032, 0.181], [0.510, 0.226, 0.110], [-0.213, 0.288, -0.446], [0.068, -0.002, 0.428], [0.006, -0.296, -0.356], [0.065, 0.168, 0.223], [0.008, -0.410, 0.042], [0.002, -0.023, 0.119], [0.029, -0.050, -0.101], [-0.053, 0.480, -0.022], [0.074, -0.110, -0.192], [-0.020, 0.028, -0.024], [0.077, -0.019, -0.095], [-0.008, 0.000, 0.045], [0.076, -0.255, 0.329], [0.080, 0.078, 0.026], [-0.103, -0.023, 0.002], [0.058, 0.015, -0.223], [0.016, 0.016, 0.055], [-0.068, 0.057, 0.033], [0.010, 0.017, 0.087], [-0.190, -0.146, -0.208], [-0.157, -0.238, 0.116], [0.056, 0.100, 0.025], [0.137, -0.020, 0.013], [0.027, 0.088, -0.139], [0.060, -0.276, 0.096], [-0.021, 0.090, -0.134], [-0.120, 0.072, 0.000], [0.004, 0.114, 0.037], [0.026, -0.017, -0.047], [-0.022, 0.009, 0.178], [0.184, -0.175, -0.532], [-0.081, 0.040, -0.047], [-0.077, -0.110, 0.023], [0.005, 0.009, 0.033], [-0.214, -0.130, -0.103], [-0.053, -0.059, 0.045], [-0.088, 0.029, 0.006], [-0.026, -0.025, -0.035]]
}

***

Entry 4:
{
  "formula": "C3H4BrF3O",
  "method": "ωB97M-V with the def2-TZVPD basis set",
  "relative_energy_ev": 0.904,
  "homo_ha": -0.38106,
  "orbital_gap_ha": 0.4053,
  "max_force_ha_per_bohr": 0.0764,
  "elements": ["C", "C", "C", "O", "F", "F", "F", "Br", "H", "H", "H", "H"],
  "coordinates": [[0.761, 0.791, -0.283], [-0.400, 0.372, 0.824], [1.094, -0.618, -1.155], [-1.647, 0.121, 0.351], [0.404, 1.767, -1.134], [2.327, -0.521, -1.651], [0.991, -1.700, -0.394], [-0.258, 1.632, 2.314], [1.581, 1.169, 0.350], [-0.039, -0.614, 1.272], [0.383, -0.649, -1.999], [-2.091, 1.056, 0.232]],
  "atomic_forces_ev_per_a": [[-0.770, -3.182, 1.690], [2.939, -1.572, -0.579], [-1.456, 3.629, 0.355], [-1.753, 3.435, -0.384], [-0.540, 0.303, -0.543], [0.880, -0.166, -0.165], [0.140, -0.638, 0.416], [-0.377, 0.205, -0.012], [0.132, -0.559, -0.584], [-0.325, 1.464, -0.590], [0.137, -0.208, 0.368], [0.993, -2.711, 0.030]]
}